# 1
ORCA calculation (ωB97M-V/def2-TZVPD) on one molecule with the formula C6H10.

```
! RIJCOSX wB97M-V def2-TZVPD def2/J DEFGRID3
* xyz 0 1
C -0.745 0.194 -1.344
C -0.827 0.063 0.177
C -0.729 -1.402 0.602
C 0.243 0.928 0.875
C 1.592 0.725 0.333
C 2.674 0.565 -0.170
H -1.577 -0.329 -1.829
H 0.191 -0.242 -1.711
H -0.768 1.243 -1.662
H -1.798 0.454 0.511
H -0.735 -1.505 1.693
H -1.573 -1.977 0.205
H 0.196 -1.853 0.224
H -0.017 1.989 0.767
H 0.243 0.715 1.952
H 3.632 0.433 -0.623
*
```

Relative energy (zero: lowest compared OMol25 entry of this formula, charge and spin) ... 1.368 eV
SMILES ... C#CCC(C)C
Gap between HOMO and LUMO ... 0.405 Eh
E_HOMO ... -9.928 eV
LUMO ... 1.0814 eV

***

# 2
ORCA calculation (ωB97M-V/def2-TZVPD) on a 2-piece molecular cluster, C2H3ClO3P overall in a non-equilibrium geometry.

```
! RIJCOSX wB97M-V def2-TZVPD def2/J DEFGRID3
* xyz -1 1
C 0.426 -2.093 0.198
C 0.967 -1.245 0.854
O -1.541 2.572 -0.059
O -1.086 0.298 -1.145
O -0.104 0.742 1.128
P -0.609 1.434 -0.086
Cl 1.094 2.096 -1.109
H -0.211 -2.686 -0.393
H -0.557 -0.438 -0.834
H 1.621 -0.679 1.446
*
```

Relative energy (zero: lowest compared OMol25 entry of this formula, charge and spin) ... 0.926 eV
Gap between HOMO and LUMO ... 0.338 Eh
E_HOMO ... -5.382 eV
LUMO ... 3.8229 eV

***

# 3
ORCA calculation (ωB97M-V/def2-TZVPD) on a 4-piece molecular cluster, C12H14Cl4N2 overall in a non-equilibrium geometry.

```
! RIJCOSX wB97M-V def2-TZVPD def2/J DEFGRID3
* xyz -1 2
N -1.923 -1.244 -5.086
C -2.535 -2.344 -4.571
C -2.944 -2.375 -3.223
C -2.734 -1.239 -2.383
C -2.177 -0.109 -2.906
C -1.897 -0.094 -4.300
H -2.586 -3.184 -5.249
H -3.368 -3.288 -2.833
H -3.114 -1.277 -1.373
H -1.975 0.691 -2.208
H -1.303 0.697 -4.734
N 2.370 -0.628 2.102
C 1.981 0.185 1.138
C 1.218 -0.247 0.060
C 0.734 -1.549 0.040
C 0.961 -2.342 1.191
C 1.881 -1.839 2.162
H 2.478 1.141 1.204
H 1.051 0.386 -0.798
H 0.131 -1.707 -0.842
H 0.587 -3.346 1.329
H 2.082 -2.370 3.081
C 3.377 2.855 4.492
Cl 2.818 3.674 5.923
Cl 2.105 3.027 3.159
H 4.364 3.152 4.136
H 3.415 1.857 4.929
C -0.996 2.444 1.228
Cl -0.972 2.401 -0.516
Cl -1.318 0.856 1.856
H 0.050 2.666 1.435
H -1.761 3.147 1.557
*
```

Relative energy (zero: lowest compared OMol25 entry of this formula, charge and spin) ... 0.591 eV
Gap between HOMO and LUMO (alpha / beta) ... 0.063 / 0.220 Eh
E_HOMO (alpha / beta) ... 0.423 / -3.847 eV
LUMO (alpha / beta) ... 2.1442 / 2.1426 eV

***

# 4
ORCA calculation (ωB97M-V/def2-TZVPD) on one molecule with the formula C6H5NO in a non-equilibrium geometry.

```
! RIJCOSX wB97M-V def2-TZVPD def2/J DEFGRID3
* xyz 0 1
C 1.053 1.150 0.102
C 0.395 0.831 1.373
C -0.599 -0.080 1.310
C -0.632 -0.659 -0.048
C -0.976 -1.600 -1.131
C 0.346 0.044 -0.747
H 2.208 1.369 0.173
H 0.644 2.241 -0.121
H 0.228 1.524 2.209
H -1.192 -0.464 2.128
H -1.875 -2.343 -1.134
N -0.248 -1.506 -2.186
O 0.647 -0.507 -1.928
*
```

Relative energy (zero: lowest compared OMol25 entry of this formula, charge and spin) ... 2.250 eV
SMILES ... C1=Cc2cnoc2C1
Gap between HOMO and LUMO ... 0.352 Eh
E_HOMO ... -8.744 eV
LUMO ... 0.8357 eV

***

# 5
ORCA calculation (ωB97M-V/def2-TZVPD) on one molecule with the formula C22H29N3O3S in a non-equilibrium geometry.

```
! RIJCOSX wB97M-V def2-TZVPD def2/J DEFGRID3
* xyz 0 1
C -5.661 -1.668 -0.342
H -5.514 -1.138 0.597
H -4.960 -2.498 -0.381
H -6.673 -2.066 -0.360
C -5.437 -0.726 -1.528
C -4.038 -0.186 -1.502
C -3.742 0.981 -0.805
C -2.445 1.449 -0.722
C -1.408 0.746 -1.333
C -1.702 -0.414 -2.053
C -3.001 -0.869 -2.130
H -3.220 -1.770 -2.685
H -0.895 -0.941 -2.539
C -0.037 1.185 -1.215
N 1.011 0.563 -1.677
C 2.084 1.336 -1.331
C 1.626 2.423 -0.636
O 0.276 2.330 -0.576
C 2.302 3.554 0.042
H 2.494 3.289 1.082
H 3.247 3.778 -0.445
H 1.665 4.435 0.021
C 3.473 1.011 -1.734
H 4.187 1.599 -1.158
H 3.616 1.206 -2.799
S 3.900 -0.759 -1.558
C 3.636 -1.007 0.227
C 2.641 -2.114 0.520
O 2.854 -2.960 1.367
N 1.515 -2.058 -0.216
C 0.384 -2.901 0.070
C -0.714 -2.130 0.813
H -1.574 -2.784 0.962
C -0.209 -1.575 2.155
N -0.600 -0.207 2.378
C 0.218 0.847 2.207
O 1.374 0.796 1.833
C -0.557 2.108 2.558
H 0.035 2.747 3.211
C -1.842 1.598 3.209
H -2.714 2.190 2.938
H -1.742 1.614 4.295
C -1.958 0.151 2.716
H -2.346 -0.525 3.482
H -2.602 0.076 1.830
H -0.749 2.658 1.636
H -0.575 -2.182 2.988
H 0.882 -1.588 2.176
H -1.031 -1.296 0.184
H 0.750 -3.725 0.687
H -0.017 -3.301 -0.866
H 1.380 -1.283 -0.859
H 3.241 -0.080 0.644
H 4.591 -1.248 0.694
H -2.229 2.360 -0.186
H -4.539 1.529 -0.323
H -5.607 -1.272 -2.457
H -6.155 0.095 -1.476
*
```

Relative energy (zero: lowest compared OMol25 entry of this formula, charge and spin) ... 0.680 eV
SMILES ... CCc1ccc(-c2nc(CSCC(=O)NCCCN3CCCC3=O)c(C)o2)cc1
Gap between HOMO and LUMO ... 0.312 Eh
E_HOMO ... -8.137 eV
LUMO ... 0.3476 eV

***

Q: Which value of relative energy (zero: lowest compared OMol25 entry of this formula, charge and spin) does entry 4 give?
A: 2.250 eV

***

Q: Which value of relative energy (zero: lowest compared OMol25 entry of this formula, charge and spin) does entry 2 give?
A: 0.926 eV

***

Q: The highest relative energy (zero: lowest compared OMol25 entry of this formula, charge and spin) belongs to which entry?
A: C6H5NO